Entry 1:
ORCA calculation (ωB97M-V with the def2-TZVPD basis set) on a 2-piece molecular cluster, C4H8O2 overall at a distorted geometry.

Atoms and positions in Å:
O -0.2887 -1.4803 0.8916
C -0.3866 -1.2914 -0.3172
C -0.4042 -0.0251 -0.9042
C -0.0122 1.2454 -0.3220
C 1.1674 0.3877 -0.4679
O 1.8920 -0.0646 0.5877
H -1.4502 -0.3787 1.9918
H -0.5373 -2.1010 -1.0480
H -0.6724 -0.0003 -1.9418
H -1.9150 0.2329 1.9754
H -0.1278 2.0820 -0.9979
H -0.3263 1.3836 0.6876
H 1.7845 0.5367 -1.3287
H 1.2769 -0.5269 1.1935

- frontier orbital gap (eV) = 10.323
- multiplicity = 1
- E (a.u.) = -307.57763
- SMILES string = O=C[C@H]1C[C@H]1O.[H][H]
- relative energy (zero: lowest compared OMol25 entry of this formula, charge and spin) (kcal/mol) = 84.6

***

Entry 2:
ORCA calculation (ωB97M-V with the def2-TZVPD basis set) on an isolated molecule of C4H8O2 at a distorted geometry.

Atoms and positions in Å:
C -2.0711 -0.4436 -0.4680
C -0.5759 -0.2281 -0.6879
O -0.2546 0.8985 0.1381
C 1.1650 1.0049 0.4037
C 1.9036 -0.1989 1.0296
O 3.0160 -0.5068 0.6727
H -2.6931 0.4141 -0.7641
H -2.3017 -0.6227 0.5889
H -2.3189 -1.3036 -1.0801
H 0.1156 -1.2827 -0.3551
H -0.3959 0.0152 -1.7773
H 1.4172 1.8677 1.0628
H 1.5759 1.1794 -0.5862
H 1.4180 -0.7934 1.8229

- frontier orbital gap (eV) = 10.788
- multiplicity = 1
- E (a.u.) = -307.62375
- SMILES string = CCOCC=O
- relative energy (zero: lowest compared OMol25 entry of this formula, charge and spin) (kcal/mol) = 55.6

***

Entry 3:
ORCA calculation (ωB97M-V with the def2-TZVPD basis set) on C4H8O2 as an isolated structure.

Atoms and positions in Å:
C 0.9040 -1.5091 -0.9403
C 1.2529 -0.1535 -0.8309
O -0.6246 0.3439 -0.7259
C -1.2238 1.0687 0.3194
C -0.7062 0.6128 1.6716
O -0.2458 1.3514 2.5093
H -0.3408 -0.8836 -0.7460
H 1.1064 -2.1645 -0.0960
H 0.9316 -1.9719 -1.9237
H 1.5809 0.2634 0.1195
H 1.4564 0.4605 -1.7018
H -2.3155 0.9279 0.2899
H -1.0170 2.1400 0.2106
H -0.7584 -0.4860 1.8443

- frontier orbital gap (eV) = 9.834
- multiplicity = 1
- E (a.u.) = -307.54174
- relative energy (zero: lowest compared OMol25 entry of this formula, charge and spin) (kcal/mol) = 107.1

***

Entry 4:
ORCA calculation (ωB97M-V with the def2-TZVPD basis set) on an isolated molecule of C4H8O2 at a distorted geometry.

Atoms and positions in Å:
O 1.8818 0.9812 -0.5750
C 1.6541 -0.1956 0.1455
C 0.1826 -1.0054 -0.0623
C -0.7201 0.0483 -0.5636
C -1.9336 0.4534 0.1249
O -0.7258 1.1799 0.3055
H 1.3281 1.6595 -0.1524
H 1.9602 -1.0992 -0.3044
H 1.7568 -0.0102 1.2134
H 0.1503 -1.8948 -0.7473
H -0.0885 -1.4021 0.9231
H -0.5891 0.2999 -1.6159
H -2.2619 -0.1240 0.9871
H -2.7036 0.9909 -0.4187

- frontier orbital gap (eV) = 10.487
- multiplicity = 1
- E (a.u.) = -307.58548
- SMILES string = OCC[C@H]1CO1
- relative energy (zero: lowest compared OMol25 entry of this formula, charge and spin) (kcal/mol) = 79.7